Record 1
Entry from the Open Molecules 2025 dataset: 13 unconnected molecules or ions with the total composition H28NO12 at a distorted geometry (ωB97M-V with the def2-TZVPD basis set).

Last column: Mulliken charge in e.
Atoms and positions in Å:
N (7.52, -13.47, 4.45)  0.522
H (8.41, -13.56, 4.80)  0.306
H (7.02, -14.21, 4.78)  -0.140
H (7.40, -13.49, 3.50)  0.311
H (7.11, -12.62, 4.81)  0.171
O (5.38, -12.61, 6.90)  -0.672
H (4.72, -13.12, 6.29)  0.320
H (5.33, -11.68, 6.67)  0.302
O (6.75, -10.85, 2.96)  -0.555
H (6.85, -10.85, 2.01)  0.273
H (7.57, -10.54, 3.31)  0.248
O (7.25, -14.77, 7.22)  -0.519
H (6.88, -13.88, 7.32)  0.235
H (8.02, -14.65, 7.81)  0.279
O (9.20, -12.45, 2.39)  -0.553
H (9.21, -11.61, 2.04)  0.267
H (9.97, -12.59, 2.92)  0.251
O (9.30, -11.33, 5.32)  -0.554
H (9.00, -11.44, 6.21)  0.305
H (8.73, -10.58, 5.17)  0.247
O (7.53, -17.49, 6.62)  -0.615
H (8.35, -17.06, 6.86)  0.300
H (7.15, -16.81, 6.10)  0.271
O (10.57, -13.92, 6.11)  -0.584
H (10.71, -13.16, 5.60)  0.280
H (11.31, -14.53, 5.95)  0.316
O (4.62, -12.58, 3.83)  -0.594
H (3.70, -12.67, 3.70)  0.293
H (5.04, -12.21, 3.06)  0.252
O (7.66, -16.47, 3.97)  -0.516
H (8.39, -17.06, 4.14)  0.275
H (7.58, -16.47, 3.00)  0.258
O (6.36, -13.30, 1.29)  -0.514
H (7.19, -12.87, 1.10)  0.246
H (6.06, -13.51, 0.39)  0.263
O (4.93, -15.19, 3.07)  -0.646
H (4.79, -14.26, 3.18)  0.383
H (5.05, -15.42, 4.00)  0.341
O (5.30, -16.24, 5.55)  -0.590
H (5.62, -15.96, 6.34)  0.274
H (4.51, -16.75, 5.84)  0.264

## Properties
Spin multiplicity: 1
DFT total energy: -974.173755 Ha
HOMO-LUMO gap: 0.3576 Eh
Net charge: +1
HOMO: -13.1 eV
LUMO: -3.411 eV
ΔE to the lowest compared entry with this formula, charge and spin: 109.47 kJ/mol
Maximum force: 4.1 eV/Å



Record 2
Entry from the Open Molecules 2025 dataset: 2 unconnected molecules or ions with the total composition C6H13NOS at a distorted geometry (ωB97M-V with the def2-TZVPD basis set).

Last column: Mulliken charge in e.
Atoms and positions in Å:
C (1.11, -1.25, -1.05)  -1.410
C (0.78, -0.02, -0.15)  1.914
C (1.73, 1.03, -0.63)  -1.682
C (0.99, -0.36, 1.32)  -1.529
C (-0.57, 0.58, -0.35)  -0.834
N (-1.15, 1.31, 0.49)  -0.449
O (-2.16, 2.07, -0.05)  -0.407
H (1.92, -1.74, -0.44)  0.427
H (0.26, -1.92, -0.95)  0.296
H (1.41, -1.10, -2.09)  0.361
H (1.71, 2.05, -0.08)  0.313
H (2.71, 0.46, -0.50)  0.424
H (1.59, 1.16, -1.72)  0.421
H (0.52, 0.39, 1.95)  0.422
H (2.07, -0.20, 1.65)  0.398
H (0.77, -1.48, 1.60)  0.308
H (-1.00, 0.66, -1.32)  0.683
H (-2.85, 2.13, 0.69)  0.368
C (-2.34, -0.91, 0.53)  -0.227
S (-3.62, -1.26, -0.51)  -0.179
H (-2.44, -0.12, 1.30)  0.301
H (-1.44, -1.48, 0.33)  0.081

## Properties
Spin multiplicity: 1
DFT total energy: -764.438991 Ha
HOMO-LUMO gap (alpha / beta): 0.3098 / 0.3098 Eh
HOMO (alpha / beta): -8.6 / -8.6 eV
LUMO (alpha / beta): -0.206 / -0.207 eV
ΔE to the lowest compared entry with this formula, charge and spin: 468.16 kJ/mol
Maximum force: 3.2 eV/Å



Record 3
Entry from the Open Molecules 2025 dataset: a molecular structure, C42H47AlClN5O5STe at a distorted geometry (ωB97M-V with the def2-TZVPD basis set).

Last column: Mulliken charge in e.
Atoms and positions in Å:
Al (-2.21, 1.75, -0.82)  0.577
N (-0.69, 0.02, -0.35)  -0.931
N (-0.66, -1.14, 0.51)  0.706
C (-0.62, -1.01, 1.89)  -0.481
N (-0.90, -2.18, 2.53)  -0.264
S (-0.35, 0.43, 2.69)  -0.279
H (-0.49, -0.30, -1.32)  0.374
H (0.10, 0.56, -0.03)  0.197
H (-1.21, -1.93, 0.07)  0.030
H (-0.74, -3.07, 2.07)  0.208
H (-0.78, -2.10, 3.52)  0.241
Cl (-4.81, 2.93, 3.49)  -0.269
C (-4.88, 2.55, 1.65)  0.132
C (-3.95, 3.54, 0.89)  0.510
O (-4.16, 4.71, 0.96)  -0.603
O (-3.11, 2.99, 0.05)  -0.486
H (-5.90, 2.72, 1.34)  0.415
H (-4.60, 1.54, 1.62)  -0.302
C (-7.36, 1.86, -2.96)  -0.861
C (-6.26, 2.69, -2.83)  -0.817
C (-5.05, 2.27, -2.26)  0.066
C (-4.94, 0.98, -1.71)  1.091
C (-6.07, 0.13, -1.79)  -0.857
C (-7.22, 0.59, -2.42)  -0.531
N (-3.74, 0.53, -1.13)  1.014
C (-3.59, -0.88, -1.15)  -1.314
C (-3.05, -1.53, -2.28)  0.299
C (-2.79, -2.93, -2.29)  -0.761
C (-2.94, -3.66, -1.11)  -0.499
C (-3.50, -3.04, 0.01)  -0.674
C (-3.79, -1.65, 0.02)  0.163
H (-8.20, 2.19, -3.53)  0.416
H (-6.34, 3.68, -3.25)  0.388
H (-4.22, 3.02, -2.21)  0.163
H (-6.05, -0.86, -1.37)  0.405
H (-8.07, -0.11, -2.44)  0.319
H (-2.67, -0.94, -3.09)  0.447
H (-2.20, -3.40, -3.07)  0.375
H (-2.56, -4.68, -1.09)  0.364
H (-3.62, -3.56, 0.95)  0.418
H (-4.32, -1.18, 0.90)  0.179
C (1.70, -5.84, 4.44)  -1.476
C (1.96, -4.48, 3.76)  0.382
C (2.23, -3.30, 4.38)  -0.870
C (2.53, -2.07, 3.73)  0.695
C (2.78, -0.82, 4.62)  -1.631
C (2.61, -2.08, 2.28)  0.306
Te (3.23, -0.17, 1.34)  0.518
N (-0.56, 2.68, -0.29)  0.336
C (0.47, 3.37, -0.68)  0.306
O (1.27, 3.16, -1.60)  -0.764
C (0.47, 4.72, 0.11)  0.261
C (1.62, 5.49, 0.20)  -0.328
C (1.62, 6.70, 0.84)  -0.662
C (0.39, 7.13, 1.36)  -0.175
C (-0.75, 6.37, 1.28)  -0.969
C (-0.71, 5.16, 0.63)  0.477
C (4.45, -0.94, -0.19)  -0.889
C (5.63, -1.66, 0.13)  1.455
C (5.97, -1.97, 1.56)  -1.535
C (6.33, -2.31, -0.88)  -1.370
C (6.01, -2.09, -2.24)  0.801
C (6.95, -2.52, -3.37)  -1.451
C (4.87, -1.36, -2.55)  -1.062
C (4.06, -0.78, -1.55)  1.710
C (2.77, -0.10, -1.95)  -1.693
C (2.24, -3.29, 1.60)  0.973
C (2.06, -3.33, 0.14)  -0.937
C (1.97, -4.42, 2.38)  -0.550
H (0.61, -5.98, 4.58)  0.287
H (2.11, -5.80, 5.47)  0.380
H (2.21, -6.65, 3.90)  0.363
H (2.28, -3.38, 5.47)  0.243
H (2.90, -1.02, 5.70)  0.391
H (1.94, -0.12, 4.44)  0.220
H (3.69, -0.32, 4.29)  0.332
H (2.51, 5.22, -0.28)  0.472
H (2.46, 7.41, 0.90)  0.363
H (0.43, 8.12, 1.79)  0.347
H (-1.70, 6.77, 1.68)  0.420
H (-1.63, 4.58, 0.47)  -0.181
H (6.91, -2.47, 1.66)  0.421
H (5.23, -2.52, 2.11)  0.272
H (6.18, -1.06, 2.15)  0.309
H (7.22, -2.91, -0.70)  0.321
H (7.17, -1.68, -4.09)  0.337
H (6.55, -3.35, -3.92)  0.285
H (7.93, -2.68, -3.00)  0.438
H (4.56, -1.17, -3.58)  0.374
H (2.77, 0.98, -1.81)  0.576
H (1.90, -0.37, -1.41)  0.007
H (2.51, -0.13, -2.99)  0.470
H (1.31, -2.72, -0.30)  -0.064
H (1.86, -4.35, -0.21)  0.399
H (2.98, -3.01, -0.32)  -0.070
H (1.72, -5.33, 1.90)  0.349
C (-1.61, 3.84, -3.69)  -0.420
O (-1.35, 2.47, -3.78)  -0.485
C (-1.42, 1.65, -2.69)  0.487
O (-0.84, 0.58, -2.87)  -0.686
H (-0.77, 4.45, -3.95)  0.331
H (-1.91, 4.05, -2.71)  -0.045
H (-2.41, 4.14, -4.32)  0.333

## Properties
Spin multiplicity: 2
DFT total energy: -3647.581412 Ha
HOMO-LUMO gap (alpha / beta): 0.2646 / 0.2646 Eh
Net charge: -1
HOMO (alpha / beta): -5.2 / -5.2 eV
<S²>: 0.76
LUMO (alpha / beta): 2.037 / 2.036 eV
ΔE to the lowest compared entry with this formula, charge and spin: 163.15 kJ/mol
Maximum force: 2.6 eV/Å



Record 4
Entry from the Open Molecules 2025 dataset: a gas-phase ion, C7H11ClN3O2 (charge +1) at a distorted geometry (ωB97M-V with the def2-TZVPD basis set).

Last column: Mulliken charge in e.
Atoms and positions in Å:
H (-2.96, 0.33, -0.70)  0.241
N (-2.17, 1.00, -0.47)  -0.415
C (-2.57, 2.15, -0.81)  -0.118
O (-1.80, 3.25, -0.58)  -0.386
C (-0.63, 2.91, 0.07)  1.024
Cl (0.45, 4.32, 0.10)  -0.181
C (0.31, 1.81, -0.71)  -1.684
C (0.37, 0.52, 0.02)  0.806
C (0.88, -0.71, -0.67)  -0.644
C (0.93, -1.91, 0.36)  -1.019
O (1.77, -1.61, 1.47)  -0.530
N (-0.09, 0.42, 1.23)  0.208
C (-0.65, 1.51, 1.90)  -0.184
N (-0.77, 2.67, 1.42)  -0.446
H (-3.48, 2.54, -1.23)  0.489
H (0.01, 1.49, -1.74)  0.385
H (1.27, 2.23, -1.06)  0.600
H (1.87, -0.34, -0.90)  0.399
H (0.42, -0.94, -1.60)  0.479
H (-0.06, -2.13, 0.64)  0.425
H (1.21, -2.80, -0.15)  0.518
H (2.58, -2.02, 1.47)  0.326
H (0.04, -0.46, 1.70)  0.278
H (-0.81, 1.45, 2.97)  0.429

## Properties
Spin multiplicity: 1
DFT total energy: -1047.957458 Ha
HOMO-LUMO gap: 0.3468 Eh
Net charge: +1
HOMO: -14.2 eV
LUMO: -4.770 eV
ΔE to the lowest compared entry with this formula, charge and spin: 162.69 kJ/mol
Maximum force: 4.8 eV/Å